# C2H2N2S

C2H2N2S in the gas phase (ωB97M-V with the def2-TZVPD basis set, the Open Molecules 2025 dataset).

Summary:
E_LUMO   -0.49 eV
Maximum force   5.21 eV Å⁻¹
SMILES   N#CC(N)=S
Energy above the lowest of the compared OMol25 structures with the same formula, charge and spin   17.1 kcal per mole
HOMO-LUMO gap   8.70 eV

```
7
C2H2N2S ωB97M-V with the def2-TZVPD basis set
S -0.70644 0.92727 1.88775
N -0.95123 -2.20783 -0.41491
N 0.56234 0.66530 -0.46857
C -0.18185 0.15611 0.44392
C -0.55477 -1.30327 0.12553
H 0.79978 0.19235 -1.36679
H 1.03217 1.57008 -0.20692
```

So, what does the natural (NBO) scheme give us? The charges, in e, come out as:
1. S -0.13
2. N -0.27
3. N -0.74
4. C 0.06
5. C 0.21
6. H 0.43
7. H 0.43